[1]
Formula: C42H42HgO3P2
Source: OMol25
Level of theory: ωB97M-V with the def2-TZVPD basis set

The value obtained for the highest occupied orbital energy is -5.83 eV. The calculation puts the LUMO energy at -1.26 eV. The value obtained for the relative energy (zero: lowest compared OMol25 entry of this formula, charge and spin) is 0.0 kcal per mole.

Geometry as ORCA input:
```
! wB97M-V def2-TZVPD RIJCOSX def2/J DEFGRID3
* xyz 0 1
Hg 0.331 -3.465 0.115
C 1.109 -3.018 -1.896
C 0.317 -1.881 -2.487
C -1.151 -2.173 -2.827
C -1.819 -3.466 -2.293
C -1.432 -4.057 -0.956
C -0.522 -5.159 -0.842
C 0.362 -5.543 -2.005
C 1.050 -4.336 -2.683
C 0.756 -1.855 1.378
H 2.165 -2.762 -1.708
H 0.817 -1.644 -3.453
H -1.221 -2.223 -3.932
H -1.774 -1.294 -2.585
H -2.894 -3.211 -2.181
H -1.763 -4.227 -3.094
H -2.242 -3.988 -0.229
H -0.731 -5.960 -0.132
H -0.230 -6.098 -2.752
H 1.140 -6.251 -1.656
H 2.094 -4.617 -2.908
H 0.600 -4.173 -3.672
H 1.472 -2.148 2.153
H -0.141 -1.381 1.788
H 1.196 -1.101 0.738
P 0.504 0.099 -1.879
P -2.554 0.396 1.530
C -0.715 0.643 -0.614
C -1.835 0.035 -0.095
C 0.504 1.625 -2.871
C 0.157 1.614 -4.228
C 0.376 2.767 -4.993
C 0.930 3.914 -4.418
C 1.234 3.938 -3.049
C 0.999 2.799 -2.277
C 2.354 0.025 -1.748
C 3.021 -0.357 -0.578
C 4.339 -0.777 -0.582
C 5.100 -0.650 -1.749
C 4.489 -0.124 -2.893
C 3.143 0.251 -2.889
C -4.172 1.151 1.749
C -4.294 2.512 1.390
C -5.263 3.299 2.007
C -6.146 2.737 2.939
C -6.095 1.365 3.221
C -5.130 0.568 2.614
C -2.876 -1.290 2.106
C -2.090 -1.601 3.227
C -2.038 -2.906 3.690
C -2.835 -3.890 3.097
C -3.694 -3.558 2.041
C -3.710 -2.260 1.518
H -0.577 1.719 -0.353
H -2.357 -0.802 -0.588
H -0.272 0.720 -4.684
H 0.138 2.780 -6.057
H 1.126 4.818 -5.012
H 1.656 4.826 -2.581
H 1.232 2.817 -1.211
H 2.490 -0.325 0.370
H 4.757 -1.165 0.346
H 6.148 -0.954 -1.765
H 5.043 0.015 -3.824
H 2.694 0.717 -3.764
H -3.589 2.920 0.663
H -5.302 4.363 1.770
H -6.869 3.375 3.441
H -6.795 0.935 3.936
H -5.107 -0.502 2.837
H -1.486 -0.815 3.684
H -1.377 -3.135 4.533
H -2.801 -4.914 3.491
H -4.379 -4.318 1.651
H -4.382 -2.007 0.694
O 4.546 2.276 3.220
C 4.017 3.435 3.249
C 4.588 4.466 4.069
C 4.052 5.735 4.080
C 2.925 6.052 3.302
C 2.325 5.070 2.499
C 2.817 3.773 2.474
C 2.159 2.725 1.665
O 1.171 2.936 0.966
O 2.720 1.516 1.777
H 3.546 1.611 2.373
H 5.452 4.177 4.666
H 4.517 6.489 4.715
H 2.523 7.065 3.331
H 1.457 5.313 1.887
*
```

Löwdin atomic charge list, values in e, 6 entries: atom 1 (Hg): 1.253, atom 2 (C): -0.400, atom 3 (C): -0.324, atom 4 (C): -0.207, atom 5 (C): -0.159, atom 6 (C): -0.247

***

[2]
Formula: C6H9N
Source: OMol25
Level of theory: ωB97M-V with the def2-TZVPD basis set

The value obtained for the highest occupied orbital energy is -7.66 eV. The calculation puts the LUMO energy at 1.03 eV. The value obtained for the relative energy (zero: lowest compared OMol25 entry of this formula, charge and spin) is 19.9 kcal per mole.

Geometry as ORCA input:
```
! wB97M-V def2-TZVPD RIJCOSX def2/J DEFGRID3
* xyz 0 1
C -0.817 0.792 -1.816
C -0.485 0.020 -0.565
C -1.313 -1.005 -0.022
C -0.585 -1.696 0.915
N 0.647 -1.127 0.961
C 0.705 -0.013 0.154
C 1.463 1.096 0.830
H -1.899 0.821 -1.989
H -0.379 0.264 -2.675
H -0.424 1.813 -1.842
H -2.363 -1.142 -0.242
H -0.830 -2.503 1.587
H 1.424 -1.434 1.519
H 1.625 1.999 0.247
H 2.411 0.749 1.258
H 0.818 1.365 1.681
*
```

Löwdin atomic charge list, values in e, 6 entries: atom 1 (C): -0.054, atom 2 (C): -0.257, atom 3 (C): -0.063, atom 4 (C): -0.125, atom 5 (N): 0.022, atom 6 (C): -0.284

***

[3]
Formula: C10H30ClIO3P3Tb
Source: OMol25
Level of theory: ωB97M-V with the def2-TZVPD basis set

The value obtained for the highest occupied orbital energy (spin up / spin down) is -11.45 / -12.82 eV. The calculation puts the LUMO energy (spin up / spin down) at -7.00 / -8.74 eV. The expectation value of S² is 12.72. The value obtained for the relative energy (zero: lowest compared OMol25 entry of this formula, charge and spin) is 64.7 kcal per mole.

Geometry as ORCA input:
```
! wB97M-V def2-TZVPD RIJCOSX def2/J DEFGRID3
* xyz 2 7
C -0.944 2.069 0.592
I 0.976 2.626 2.619
H -1.422 1.421 -0.149
H -1.803 2.469 1.151
H -0.364 1.382 1.278
Tb 1.752 -2.146 0.847
P 0.056 3.455 -0.230
C -0.298 4.702 1.030
C 1.669 3.670 -1.020
H 1.673 4.641 -1.544
H -0.715 4.740 -2.113
H 1.826 2.971 -1.851
H -0.804 2.999 -2.414
H 0.419 4.503 1.874
H 2.552 3.580 -0.362
C -0.992 3.784 -1.677
H -0.138 5.740 0.765
H -2.034 3.814 -1.353
H -1.303 4.534 1.432
P -0.061 -3.800 -0.027
C -0.409 -4.967 1.297
C -1.046 -4.127 -1.518
H 2.064 -3.609 -1.369
H 1.625 -5.289 -0.909
H 2.432 -4.289 0.270
C 1.682 -4.255 -0.560
H -0.784 -3.400 -2.299
H -0.820 -5.131 -1.897
H -0.526 -5.973 0.886
H -1.341 -4.668 1.800
H -2.117 -4.048 -1.302
H 0.404 -4.974 2.042
Cl 1.069 -0.786 -1.063
C -2.545 2.157 3.848
O -1.778 1.266 3.013
P -1.622 -0.344 3.147
O -1.017 -0.510 4.629
C -0.379 0.529 5.426
O 0.446 -1.221 2.126
C 1.229 -1.561 3.266
H -3.092 2.788 3.148
H -1.904 2.793 4.468
H -3.253 1.608 4.480
H 0.259 1.185 4.778
H -1.158 1.088 5.966
H 0.226 -0.070 6.113
H 2.312 -1.840 3.072
H 1.288 -0.673 3.859
H 0.794 -2.383 3.851
*
```

Löwdin atomic charge list, values in e, 6 entries: atom 1 (C): -0.324, atom 2 (I): 0.981, atom 3 (H): 0.070, atom 4 (H): 0.046, atom 5 (H): -0.105, atom 6 (Tb): 0.852

***

[4]
Formula: C4H5NO
Source: OMol25
Level of theory: ωB97M-V with the def2-TZVPD basis set

The value obtained for the highest occupied orbital energy is -8.79 eV. The calculation puts the LUMO energy at -0.06 eV. The value obtained for the relative energy (zero: lowest compared OMol25 entry of this formula, charge and spin) is 101.8 kcal per mole.

Geometry as ORCA input:
```
! wB97M-V def2-TZVPD RIJCOSX def2/J DEFGRID3
* xyz 0 1
O -1.501 0.601 1.657
C -0.736 0.294 0.768
N -0.911 0.405 -0.587
C 0.248 -0.077 -1.332
C 1.308 -0.546 -0.322
C 0.652 -0.301 0.920
H -1.764 0.766 -0.999
H 0.666 0.716 -1.975
H -0.022 -0.903 -2.015
H 1.235 0.011 1.952
H 0.825 -0.966 1.933
*
```

Löwdin atomic charge list, values in e, 6 entries: atom 1 (O): 0.042, atom 2 (C): -0.522, atom 3 (N): 0.054, atom 4 (C): -0.229, atom 5 (C): 0.047, atom 6 (C): -0.169

***

[5]
Formula: H12NaO6
Source: OMol25
Level of theory: ωB97M-V with the def2-TZVPD basis set

The value obtained for the highest occupied orbital energy is -15.08 eV. The calculation puts the LUMO energy at -3.14 eV. The value obtained for the relative energy (zero: lowest compared OMol25 entry of this formula, charge and spin) is 0.0 kcal per mole.

Geometry as ORCA input:
```
! wB97M-V def2-TZVPD RIJCOSX def2/J DEFGRID3
* xyz 1 1
Na 0.157 0.092 -0.154
O 1.966 -1.645 -0.526
H 1.285 -2.305 -0.724
H 2.529 -1.597 -1.310
O 0.225 0.163 -2.445
H 0.553 -0.367 -3.182
H 0.306 1.084 -2.737
O -2.114 1.111 0.310
H -2.536 1.138 1.182
H -2.816 0.870 -0.313
O -1.024 -2.071 0.793
H -1.301 -2.197 1.710
H -1.483 -2.763 0.297
O 1.225 0.046 2.100
H 1.476 0.587 2.859
H 1.509 -0.854 2.312
O 0.252 2.610 -0.035
H 0.508 3.520 -0.224
H -0.717 2.580 0.084
*
```

Löwdin atomic charge list, values in e, 6 entries: atom 1 (Na): 0.426, atom 2 (O): -0.034, atom 3 (H): 0.051, atom 4 (H): 0.066, atom 5 (O): -0.043, atom 6 (H): 0.073

***

[6]
Formula: C5H11N3O2
Source: OMol25
Level of theory: ωB97M-V with the def2-TZVPD basis set

The value obtained for the highest occupied orbital energy is -9.55 eV. The calculation puts the LUMO energy at 0.45 eV. The value obtained for the relative energy (zero: lowest compared OMol25 entry of this formula, charge and spin) is 43.7 kcal per mole.

Geometry as ORCA input:
```
! wB97M-V def2-TZVPD RIJCOSX def2/J DEFGRID3
* xyz 0 1
N 1.954 -0.308 -1.214
C 1.240 -0.227 -0.300
C 0.277 -0.214 0.800
C -0.888 -1.246 0.682
N -0.700 -2.365 -0.206
C -1.791 -0.126 0.095
O -1.731 -0.144 -1.303
C -0.809 0.907 0.701
N -0.470 2.116 0.002
H 0.842 -0.246 1.739
H -1.215 -1.516 1.696
H 0.197 -2.819 -0.068
H -1.426 -3.062 -0.072
H -2.833 -0.079 0.444
H -1.358 -1.013 -1.539
H -1.124 1.157 1.723
H -0.328 1.932 -0.989
H -1.219 2.799 0.077
O 4.092 1.677 -0.581
H 4.119 0.770 -0.976
H 3.173 2.007 -0.711
*
```

Löwdin atomic charge list, values in e, 6 entries: atom 1 (N): 0.175, atom 2 (C): -0.169, atom 3 (C): -0.174, atom 4 (C): -0.288, atom 5 (N): 0.057, atom 6 (C): -0.298

***

[7]
Formula: CH3NO
Source: OMol25
Level of theory: ωB97M-V with the def2-TZVPD basis set

The value obtained for the highest occupied orbital energy is -10.18 eV. The calculation puts the LUMO energy at 0.93 eV. The value obtained for the relative energy (zero: lowest compared OMol25 entry of this formula, charge and spin) is 1.5 kcal per mole.

Geometry as ORCA input:
```
! wB97M-V def2-TZVPD RIJCOSX def2/J DEFGRID3
* xyz 0 1
N -0.458 0.093 -0.556
C 0.290 -0.165 0.561
O 0.043 0.214 1.682
H -0.026 -0.245 -1.414
H -0.987 0.933 -0.568
H 1.138 -0.830 0.295
*
```

Charges per atom according to Löwdin partitioning, unit e: atom 1 (N): 0.104, atom 2 (C): -0.428, atom 3 (O): 0.017, atom 4 (H): 0.095, atom 5 (H): 0.089, atom 6 (H): 0.123

***

[8]
Formula: C6H15NO3
Source: OMol25
Level of theory: ωB97M-V with the def2-TZVPD basis set

The value obtained for the highest occupied orbital energy is -9.61 eV. The calculation puts the LUMO energy at 0.00 eV. The value obtained for the relative energy (zero: lowest compared OMol25 entry of this formula, charge and spin) is 105.5 kcal per mole.

Geometry as ORCA input:
```
! wB97M-V def2-TZVPD RIJCOSX def2/J DEFGRID3
* xyz 0 1
C 2.236 1.636 1.780
N 1.048 1.825 1.251
C 0.724 1.279 -0.032
C 1.424 0.326 -0.596
C 1.174 -0.360 -1.861
C 0.991 -1.813 -1.727
C -0.145 -2.384 -0.933
O -1.296 -2.135 -1.696
H 3.083 1.201 1.324
H 2.317 1.860 2.863
H -0.329 1.587 -0.421
H 2.376 -0.004 -0.107
H 0.446 -0.080 -2.595
H 2.095 -0.163 -2.510
H 1.920 -2.507 -1.355
H 1.058 -2.334 -2.674
H -0.510 -1.908 0.025
H -0.121 -3.453 -0.547
H -1.188 -1.267 -2.159
O -1.996 -0.249 1.779
H -1.550 -0.501 2.656
H -1.371 -0.282 1.000
O -2.837 2.314 1.522
H -3.048 1.319 1.600
H -1.900 2.212 1.524
*
```

Löwdin atomic charge list, values in e, 6 entries: atom 1 (C): -0.025, atom 2 (N): -0.013, atom 3 (C): -0.176, atom 4 (C): -0.132, atom 5 (C): -0.236, atom 6 (C): -0.245